Entry 1:
A 10-piece molecular cluster, C81H180BF4N9 overall at a distorted geometry, computed with ωB97M-V/def2-TZVPD.

Geometry as XYZ:
```
275
Properties=species:S:1:pos:R:3:mulliken_charge:R:1
C 0.80946 2.58763 -4.90443 -1.3497
C -0.35286 2.90638 -4.01240 0.4127
C 0.11792 3.31180 -2.59194 -0.8338
N -1.02191 3.93464 -1.74897 0.4840
C -1.81048 5.10850 -2.37009 -0.7153
C -0.90169 6.33521 -2.60509 -0.8991
C -0.33677 6.82218 -1.22347 -0.7000
C 0.40190 5.62965 -0.52261 -0.8167
C -0.54230 4.39683 -0.36482 -0.5773
C -1.96100 2.73625 -1.47887 -1.5566
H 1.39858 1.83651 -4.37826 0.1739
H 1.59731 3.32033 -5.07918 0.4240
H 0.44219 2.23341 -5.86762 0.3834
H -0.96985 2.01179 -3.92789 -0.1022
H -1.08819 3.58766 -4.44049 0.2989
H 0.90146 4.05048 -2.76083 0.4829
H 0.54314 2.54076 -1.94946 0.4499
H -2.29338 4.75150 -3.27974 0.6246
H -2.64660 5.51988 -1.80459 0.4298
H -0.12693 6.11307 -3.33891 0.2676
H -1.39349 7.18677 -3.07527 0.5280
H 0.41625 7.59778 -1.36312 0.4605
H -1.10378 7.21505 -0.55604 0.1730
H 1.45376 5.44672 -0.74219 0.3394
H 0.40898 6.04486 0.48519 0.4682
H -0.05149 3.62024 0.22178 0.3255
H -1.40281 4.63782 0.25932 0.4964
H -2.67877 3.10926 -0.74827 0.7019
H -1.46789 1.83537 -1.11371 0.0104
H -2.48417 2.58326 -2.42280 0.3993
C 1.89512 -1.53981 -3.11659 -0.4242
C 2.89668 -2.66985 -2.96121 0.4575
C 3.23361 -3.24091 -4.36560 -1.3461
N 4.62971 -3.96692 -4.53907 0.3082
C 5.72894 -2.89949 -4.32960 -0.5510
C 7.16141 -3.55990 -4.32434 -0.8212
C 7.30553 -4.93236 -3.58704 -0.7096
C 6.12409 -5.87760 -3.96507 -0.8377
C 4.79118 -5.28824 -3.75209 -0.2586
C 4.76877 -4.34546 -6.03566 -1.0564
H 2.00819 -0.92756 -2.22190 -0.5319
H 0.84420 -1.76566 -3.29729 -0.0004
H 2.26594 -0.93820 -3.94645 0.7241
H 2.34446 -3.32882 -2.29119 0.1575
H 3.74323 -2.42062 -2.32144 -0.1045
H 3.14104 -2.44525 -5.10483 0.5093
H 2.50158 -3.96205 -4.72915 0.3910
H 5.64626 -2.45344 -3.33849 0.3108
H 5.71293 -2.16513 -5.13495 0.3893
H 7.99999 -2.90085 -4.09953 0.4674
H 7.38537 -3.76610 -5.37097 0.3352
H 7.38514 -4.82869 -2.50490 0.3029
H 8.33178 -5.25050 -3.77062 0.4383
H 6.25858 -6.68873 -3.24946 0.4257
H 6.19725 -6.36110 -4.93923 0.3694
H 4.59734 -4.94747 -2.73503 0.2180
H 3.94071 -5.90343 -4.04592 0.4720
H 5.72253 -4.80217 -6.29997 0.4402
H 4.73345 -3.38895 -6.55712 0.4280
H 3.88775 -4.89288 -6.37067 0.3268
C -1.46602 8.67319 3.11173 -1.3542
C -1.51806 7.16773 3.26542 -0.1666
C -2.09541 6.54401 4.61902 -0.7437
N -2.06738 4.99740 4.90340 0.2398
C -2.34860 4.23521 3.60789 -1.2536
C -2.19289 2.68573 3.60200 0.8071
C -0.82400 2.40941 4.22682 0.3563
C -0.38238 3.14459 5.48344 -0.3997
C -0.61448 4.67257 5.39881 -1.3491
C -3.16939 4.63828 5.98310 -0.9614
H -2.40336 9.19617 3.30144 0.3758
H -1.49189 8.74705 2.02454 0.2966
H -0.59995 9.22558 3.47624 0.3772
H -0.50905 6.80185 3.07529 0.2223
H -2.09750 6.74852 2.44287 0.3185
H -3.04792 6.94742 4.96266 0.5942
H -1.52938 6.88679 5.48517 0.4626
H -1.71312 4.65208 2.82655 0.4116
H -3.39358 4.44348 3.37824 0.6521
H -2.08155 2.31838 2.58182 -0.7893
H -3.09138 2.18692 3.96533 0.1544
H -0.14094 2.54284 3.38795 0.0226
H -0.67485 1.33131 4.28636 0.1275
H 0.66914 3.12401 5.76974 0.0967
H -0.82511 2.71621 6.38265 0.3798
H 0.16242 5.18942 4.83544 0.4506
H -0.61447 5.22760 6.33692 0.5606
H -4.10740 4.87892 5.48276 0.4305
H -2.92317 5.00788 6.97852 0.3227
H -3.06207 3.56706 6.15359 0.4004
C -2.49351 -2.17264 -3.09304 -1.6101
C -1.77876 -1.75877 -4.39848 0.6692
C -2.94190 -1.27823 -5.37949 -1.5233
N -2.45933 -0.98258 -6.79722 0.5068
C -3.71768 -0.37668 -7.47938 -0.3860
C -4.61452 -1.50771 -8.08873 -0.0555
C -3.90946 -2.65877 -8.81410 -0.9272
C -2.85823 -3.24089 -7.90037 -0.7074
C -1.81548 -2.23340 -7.53371 -0.6851
C -1.31078 0.03452 -6.72272 -1.4317
H -3.15535 -1.45989 -2.60107 0.1562
H -1.83540 -2.41159 -2.25764 0.2321
H -3.08928 -3.08488 -3.12420 0.6164
H -1.20826 -2.63866 -4.69585 0.2649
H -1.18650 -0.90249 -4.07582 -0.0431
H -3.40919 -0.34143 -5.07594 0.4889
H -3.80976 -1.93661 -5.34136 0.4397
H -4.35751 0.29292 -6.90458 0.3170
H -3.26200 0.12793 -8.33132 0.4155
H -5.30325 -1.91777 -7.35007 -0.1936
H -5.24250 -1.05186 -8.85421 0.5400
H -4.61281 -3.45072 -9.07140 0.4466
H -3.35294 -2.29542 -9.67802 0.2794
H -3.38113 -3.85401 -7.16635 0.2990
H -2.32959 -4.07023 -8.37029 0.4416
H -1.02008 -2.61978 -6.89640 0.2613
H -1.20633 -2.05431 -8.41967 0.5589
H -0.37545 -0.42787 -6.40735 0.5067
H -1.57680 0.79696 -5.99059 0.5622
H -1.30355 0.42368 -7.74086 0.5032
C 2.66386 0.40557 4.12920 -1.0607
C 2.85474 0.42322 5.66741 -0.4802
C 2.40661 -0.87013 6.35001 -0.3207
N 2.25099 -0.94267 7.95879 0.1340
C 2.15864 -2.36806 8.40763 -0.7322
C 0.78626 -2.98508 7.97590 -0.0139
C -0.25207 -2.13893 8.69815 -1.0397
C -0.31869 -0.72536 8.15718 0.0908
C 1.09098 -0.01782 8.43298 -0.7750
C 3.56404 -0.34205 8.51010 -0.9963
H 3.36637 -0.24071 3.60299 0.4323
H 2.57357 1.43034 3.76890 0.4266
H 1.69555 -0.00443 3.84225 -0.1038
H 2.35421 1.27286 6.13181 0.1606
H 3.86082 0.65631 6.01609 0.5171
H 3.08354 -1.69023 6.11063 0.4796
H 1.36001 -1.08250 6.13173 -0.0732
H 2.97291 -2.87609 7.89095 0.4636
H 2.26995 -2.42417 9.49047 0.3713
H 0.78042 -3.10418 6.89245 -0.1599
H 0.65769 -4.04376 8.20123 0.4195
H -1.27040 -2.48298 8.51726 0.4725
H 0.00043 -2.01966 9.75177 0.3247
H -0.68034 -0.84126 7.13547 -0.2199
H -1.07587 -0.15622 8.69648 0.6000
H 1.11261 0.92464 7.88580 0.3666
H 1.27138 0.22057 9.48118 0.4843
H 4.32957 -0.79258 7.87836 0.3932
H 3.72585 -0.45675 9.58190 0.3822
H 3.52261 0.71017 8.22863 0.4466
C 3.78770 2.07529 0.09810 -0.4696
C 5.22145 2.19432 -0.60695 -0.5589
C 5.95627 3.45926 -0.11661 -0.6947
N 7.34184 3.70541 -0.80211 0.4583
C 7.25278 4.26314 -2.25843 -0.4879
C 7.02934 5.79583 -2.28817 -0.4977
C 8.02425 6.45405 -1.38315 -0.8275
C 7.86889 5.97996 0.09260 -0.6428
C 8.16026 4.48933 0.24812 -0.5249
C 8.13446 2.40682 -0.91474 -1.1295
H 3.21256 1.23714 -0.29535 -0.1476
H 3.32600 3.02874 -0.15856 0.3564
H 3.96113 2.05958 1.17410 0.2409
H 5.09784 2.18019 -1.68982 0.3895
H 5.73494 1.24597 -0.44862 0.3348
H 6.02346 3.27312 0.95527 0.3297
H 5.28392 4.27761 -0.37422 0.1863
H 6.36503 3.78249 -2.66950 0.1756
H 8.20894 4.08152 -2.74922 0.4599
H 6.00517 6.01674 -1.98754 0.2360
H 7.09954 6.29985 -3.25208 0.4305
H 8.01998 7.53464 -1.52608 0.4128
H 9.03188 6.11995 -1.63048 0.2904
H 6.86976 6.16068 0.48907 0.3058
H 8.49208 6.55771 0.77520 0.4470
H 7.93779 4.14733 1.25889 0.3453
H 9.16824 4.30301 -0.12247 0.3814
H 9.10557 2.51896 -1.39690 0.4686
H 7.62437 1.77863 -1.64500 0.4488
H 8.24328 1.99565 0.08886 0.3801
C -2.04693 -4.18876 0.31353 -1.8487
C -2.43514 -2.85557 1.10304 3.1233
C -3.22026 -3.33195 2.35207 -1.6168
N -3.46057 -2.15576 3.33802 0.4939
C -4.27668 -1.00313 2.63873 -0.0035
C -5.66656 -1.40861 2.07606 -0.5145
C -6.44414 -1.75880 3.38881 -1.1089
C -5.70705 -2.85605 4.33980 -0.8570
C -4.19255 -2.55502 4.61392 -0.5253
C -2.16445 -1.45617 3.85575 -0.9200
H -2.84943 -4.34905 -0.40646 0.4194
H -2.05195 -5.07718 0.94503 0.6740
H -1.03742 -4.08498 -0.08423 0.2819
H -3.14180 -2.25921 0.52591 -1.0708
H -1.57285 -2.24905 1.37999 -0.7100
H -2.55195 -3.94948 2.95217 0.5664
H -4.14294 -3.88623 2.18024 0.4374
H -3.66235 -0.65466 1.80851 -0.3654
H -4.41279 -0.28637 3.44856 0.6124
H -5.63218 -2.21817 1.34700 0.3645
H -6.31069 -0.70179 1.55300 0.3164
H -7.38650 -2.25346 3.15351 0.5025
H -6.72535 -0.93461 4.04435 0.3186
H -5.84646 -3.83652 3.88445 0.3776
H -6.24853 -2.99099 5.27611 0.4932
H -3.66571 -3.36934 5.11135 0.4374
H -4.25861 -1.74231 5.33727 0.3565
H -2.48786 -0.87448 4.71897 0.6261
H -1.72409 -0.71414 3.18972 -0.2499
H -1.48060 -2.22694 4.21121 0.4572
C 3.74011 -1.32067 0.77103 -0.1039
C 3.68689 -2.54837 1.66392 -0.6558
C 2.63286 -3.58300 1.27639 0.1307
N 2.47709 -4.75341 2.35938 0.4662
C 3.75837 -5.52765 2.39912 -0.6373
C 3.67333 -6.82830 3.29896 -0.5332
C 2.54471 -7.69555 2.76088 -0.7915
C 1.13765 -6.92143 2.88254 -0.8216
C 1.24623 -5.68739 1.91632 -0.3437
C 2.12967 -4.15266 3.77246 -1.4340
H 3.77970 -1.59012 -0.28441 -0.4381
H 4.62249 -0.70842 0.95714 0.5490
H 2.87051 -0.68331 0.93123 -0.0046
H 3.71784 -2.16775 2.68484 0.1528
H 4.63460 -3.08664 1.67812 0.5242
H 2.81525 -4.17261 0.37796 0.4835
H 1.67804 -3.06523 1.18511 -0.3342
H 3.90495 -5.76370 1.34513 0.3995
H 4.56989 -4.89551 2.75958 0.4732
H 4.63821 -7.32662 3.39262 0.4684
H 3.32061 -6.53464 4.28763 0.2011
H 2.74627 -7.88888 1.70727 0.3118
H 2.28456 -8.59541 3.31827 0.4514
H 0.32783 -7.55591 2.52238 0.4429
H 0.84785 -6.66793 3.90228 0.3436
H 1.59501 -5.96415 0.92141 0.5176
H 0.39693 -5.01534 2.03929 0.1167
H 1.87317 -4.99431 4.41583 0.7770
H 1.38276 -3.41758 3.47264 0.0940
H 3.03727 -3.74075 4.21371 0.3685
C -4.67060 0.29539 -0.71627 -0.8403
C -5.47675 1.16966 -1.71939 -0.4602
C -6.78570 0.46695 -2.15966 -1.3481
N -7.46917 0.78557 -3.50187 0.2494
C -8.98311 0.36789 -3.46910 -0.6725
C -9.20450 -1.16722 -3.33653 -0.5078
C -8.58109 -1.78668 -4.59948 -1.1005
C -7.10154 -1.39573 -4.80056 -0.1896
C -6.84300 0.07872 -4.75522 -0.4335
C -7.38794 2.21411 -3.80093 -0.9076
H -4.70485 -0.79394 -0.69933 0.5110
H -4.92846 0.56047 0.30908 0.6332
H -3.58890 0.32728 -0.84666 -0.3023
H -4.82741 1.41009 -2.56120 0.1048
H -5.67885 2.07604 -1.14864 0.4739
H -7.50412 0.75910 -1.39375 0.4488
H -6.74199 -0.60744 -1.98114 0.5305
H -9.47015 0.95967 -2.69406 0.5213
H -9.50724 0.66578 -4.37720 0.4428
H -8.65583 -1.41899 -2.42896 0.2054
H -10.21218 -1.58259 -3.32369 0.4563
H -8.64450 -2.86708 -4.72917 0.4589
H -9.15729 -1.47672 -5.47128 0.4056
H -6.60093 -2.02983 -4.06885 0.1737
H -6.74180 -1.68533 -5.78789 0.1943
H -5.77351 0.21723 -4.59681 0.1825
H -7.20739 0.46326 -5.70782 0.4790
H -6.35010 2.52731 -3.68738 0.3500
H -8.00142 2.75411 -3.07972 0.4171
H -7.72923 2.36652 -4.82484 0.4029
B -0.32167 0.05345 0.49655 -0.2477
F 0.27567 -0.82061 1.38825 -0.0855
F -0.44989 -0.69074 -0.70499 -0.4482
F -1.51921 0.57261 0.91767 0.2430
F 0.60514 1.04285 0.18225 -0.2691
```

For the molar mass, the calculation gives 1367.20 g/mol. As for the lowest unoccupied orbital energy: -0.4762 Eh. The net charge is +8. The calculation puts the HOMO-LUMO gap at 0.3832 hartree. Its energy above the lowest of the compared OMol25 structures with the same formula, charge and spin is 1008.2 kJ/mol. Its spin multiplicity is 1.

Entry 2:
A 3-piece molecular cluster, C43H52BF3NO11PS overall at a distorted geometry, computed with ωB97M-V/def2-TZVPD.

Geometry as XYZ:
```
113
Properties=species:S:1:pos:R:3:mulliken_charge:R:1
C 0.12348 2.63827 -10.28463 -0.8649
C -0.48917 1.15634 -10.55705 -0.4282
C 0.16517 0.15513 -9.48465 -0.8053
C -0.85498 -0.42685 -8.38842 -0.7032
C -1.81338 0.66673 -7.70155 -0.1344
C -3.28519 0.01881 -7.55122 -0.8513
C -3.66028 -0.37962 -6.01715 -0.7123
C -2.44629 -1.15311 -5.29727 -0.1651
C -2.94942 -2.23824 -4.18074 -0.5817
C -2.18496 -1.87406 -2.81656 -0.7008
C -1.90035 -3.16574 -1.85893 -0.5011
C -2.50110 -2.80394 -0.41652 -0.8081
C -1.88460 -3.64596 0.80574 -0.5084
C -2.25744 -2.87798 2.18857 0.4647
C -3.66686 -2.21246 2.22426 -0.5116
C -4.04723 -1.43935 3.50884 -0.8286
C -3.06445 -1.39353 4.69909 0.0695
B -3.56411 -0.54887 6.01585 0.6786
O -5.00294 -0.55915 6.27920 -0.5758
O -2.66733 0.21173 6.86409 -0.3694
C -2.54515 1.52172 6.19847 -0.2516
C -1.24710 2.30928 6.72369 -0.6688
C -1.65113 -2.10042 4.70655 -0.0208
C -1.25914 -2.82828 3.40401 0.1766
S 0.38046 -3.64906 3.25984 -0.4838
C 1.27187 -3.08853 4.76615 0.2928
C 2.80481 -3.41300 4.89854 0.4715
C 3.63359 -4.19300 3.75397 -0.5747
C 5.11703 -3.54859 3.55705 -0.6054
C 5.05313 -2.05461 2.98455 0.3615
F 4.80238 -1.94931 1.57325 -0.2920
C 5.17751 -0.87550 3.74452 0.2379
F 5.97358 -0.70523 4.89089 -0.2183
F 4.45930 0.26941 3.26756 -0.2322
C 3.62477 -3.01169 6.17123 -0.7454
C 2.88541 -2.23519 7.28553 -0.7945
C 1.38329 -1.91938 7.12881 0.4096
P 0.52167 -1.00806 8.56012 0.7339
O 0.03113 -2.09305 9.56162 -0.7332
C 0.51880 -2.33054 5.87777 -0.0387
N -0.89414 -1.97868 5.94913 0.2377
H 0.95836 2.65112 -9.50629 0.2755
H 0.55952 3.12041 -11.23277 0.1575
H -0.73283 3.27210 -9.84320 0.2438
H -0.28870 0.85571 -11.64451 0.3769
H -1.62263 1.25124 -10.44472 0.3048
H 1.08771 0.57204 -8.94706 0.3842
H 0.55047 -0.75686 -10.08686 0.2954
H -1.43512 -1.30235 -8.85820 0.3192
H -0.20938 -0.89293 -7.54731 0.2361
H -1.33798 0.96027 -6.69450 0.2908
H -1.93923 1.63246 -8.29856 0.2351
H -4.04989 0.80071 -7.91832 0.2912
H -3.44585 -0.93012 -8.16580 0.3469
H -3.84820 0.61261 -5.47031 0.2097
H -4.63788 -0.96707 -6.00708 0.3798
H -1.82138 -0.34780 -4.75697 0.2776
H -1.78551 -1.64963 -6.08634 0.0840
H -2.80439 -3.31572 -4.53143 0.3820
H -4.09011 -2.08958 -4.07822 0.2393
H -1.18208 -1.34608 -2.95530 0.3000
H -2.87648 -1.14628 -2.24315 0.2321
H -2.36462 -4.12784 -2.25795 0.3531
H -0.75426 -3.31169 -1.84484 0.3081
H -2.37930 -1.69143 -0.15750 0.4436
H -3.63091 -3.05223 -0.46114 0.1916
H -2.43302 -4.65899 0.86445 0.2660
H -0.76082 -3.80815 0.69449 0.3638
H -4.43044 -2.25101 1.38687 0.1346
H -5.06676 -0.92786 3.54584 0.1960
H -5.39428 0.26189 5.88571 0.3067
H -3.47169 2.14011 6.49563 0.2665
H -2.44679 1.43093 5.06016 0.2394
H -1.55909 3.25502 7.29513 0.2638
H -0.63633 2.64023 5.80315 0.2774
H -0.58197 1.63065 7.35552 -0.0103
H 3.82701 -5.24588 4.19013 0.3026
H 3.10250 -4.21794 2.74560 0.3595
H 5.70171 -4.16029 2.76836 0.3950
H 5.74958 -3.61545 4.51380 0.3341
H 4.72378 -3.24787 6.32853 0.1512
H 3.46738 -1.94445 8.23320 0.2499
H 1.50626 -0.15712 9.15419 0.0585
H -0.64893 -0.32637 8.08979 -0.0513
H -1.37137 -2.45384 6.72743 0.3455
C -0.76320 0.53585 14.14100 -0.8349
C -0.76149 0.30113 12.82567 0.3792
C -0.27456 1.32540 11.85589 0.7633
O -0.27024 1.07175 10.66405 -0.3641
C 0.17986 2.61447 12.38631 -1.0522
C 0.17450 2.84848 13.70027 0.4625
C -0.28666 1.81591 14.67188 0.9301
O -0.25996 2.05951 15.86659 -0.6140
O 0.59073 4.04106 14.20706 -0.5707
O -1.20245 -0.88263 12.32041 -0.5850
H -1.11111 -0.19787 14.85569 0.4320
H 0.51370 3.35443 11.67127 0.4307
H 0.49173 3.95971 15.17609 0.3471
H -1.09811 -0.81273 11.34808 0.2390
C 2.93588 5.71484 -12.72829 -0.9049
C 3.27111 6.40172 -13.82261 0.4196
C 4.41105 5.97975 -14.68619 0.8771
O 4.67677 6.62042 -15.68836 -0.6078
C 5.17773 4.79630 -14.28307 -0.8707
C 4.84448 4.11158 -13.18687 0.3672
C 3.68788 4.51781 -12.33886 0.9126
O 3.40143 3.85778 -11.35474 -0.5949
O 5.54822 3.01279 -12.79882 -0.5615
O 2.58434 7.51617 -14.19571 -0.5621
H 2.10981 6.00902 -12.09451 0.4246
H 6.01313 4.51091 -14.90817 0.4114
H 5.11052 2.69892 -11.98329 0.3446
H 3.01818 7.82640 -15.01462 0.3499
```

For the molar mass, the calculation gives 889.73 g/mol. As for the lowest unoccupied orbital energy: -0.0603 Eh. The calculation puts the HOMO-LUMO gap at 0.2228 hartree. As for the structure (SMILES): CCCCCCCCCCCCCc1ccc(B(O)OCC)c2c1Sc1c(CCC(F)=C(F)F)ccc([PH2]=O)c1N2.O=C1C=C(O)C(=O)C=C1O.O=C1C=C(O)C(=O)C=C1O. Its spin multiplicity is 1.